# 1
Entry from the Open Molecules 2025 dataset: a 2-piece molecular cluster, C4H12N2O2 overall at a distorted geometry (ωB97M-V/def2-TZVPD).

Geometry as XYZ:
```
20
Properties=species:S:1:pos:R:3:mulliken_charge:R:1
O 2.849 -1.077 5.861 -0.638
O -0.622 -1.111 0.305 -0.647
N 1.006 -0.319 -1.046 -0.170
N -1.117 1.980 -0.993 -0.484
C 1.521 0.245 -2.272 -0.893
C -1.349 0.588 -1.353 0.478
C -0.282 -0.383 -0.598 0.343
C -2.740 0.161 -1.034 -1.302
H -1.894 2.489 -0.615 0.176
H -1.023 0.517 -2.410 0.131
H -3.454 0.111 -1.852 0.309
H 1.680 -0.436 -3.113 0.333
H -0.212 2.211 -0.625 0.189
H 2.313 0.922 -1.965 0.327
H -3.121 0.888 -0.310 0.317
H 0.770 0.824 -2.836 0.319
H -2.848 -0.829 -0.573 0.306
H 2.840 -0.553 5.065 0.317
H 2.813 -2.006 5.611 0.321
H 1.521 -1.064 -0.593 0.266
```

Results
SMILES	CNC(=O)[C@@H](C)N.O
ΔE to the lowest compared entry with this formula, charge and spin	1.995	eV
Kohn-Sham gap	9.4	eV
highest occupied orbital energy	-8.720	eV
net charge	0
multiplicity	1



# 2
Entry from the Open Molecules 2025 dataset: a 10-piece molecular cluster, C38H55Br2N7O2 overall at a distorted geometry (ωB97M-V/def2-TZVPD).

Geometry as XYZ:
```
104
Properties=species:S:1:pos:R:3:mulliken_charge:R:1
Br 4.405 3.480 4.180 -0.172
Br 4.927 -0.271 3.715 -0.172
O 4.545 2.933 -3.682 -0.440
O 1.156 0.109 1.265 -0.273
N -2.146 3.109 -4.658 0.073
N -5.638 2.282 0.751 -0.004
N -1.818 3.698 -0.927 0.488
N -4.321 -2.264 2.308 0.060
N 0.717 -3.196 4.630 0.090
N 2.572 -2.559 -3.425 0.091
N 4.986 -3.751 2.125 -0.013
C -5.101 -4.117 1.339 -0.398
C 1.504 -2.085 4.524 -0.287
C 3.755 -5.460 1.365 -0.888
C 1.868 -3.401 -4.210 -0.558
C -0.819 0.951 0.358 0.856
C -4.710 1.313 0.963 -0.640
C -0.566 4.220 -0.859 -0.516
C 3.917 -3.235 1.402 -0.579
C -1.020 -0.530 0.564 0.361
C 3.658 2.160 2.898 -0.553
C -5.460 -2.884 1.823 -0.584
C 3.137 1.099 -3.113 0.212
C -0.480 4.984 0.294 -0.703
C 3.207 3.451 -3.632 -0.489
C 4.571 1.526 -3.487 -0.527
C -2.537 4.061 0.165 -0.470
C -4.947 0.320 0.026 0.131
C 2.147 -1.878 5.724 -0.318
C -6.426 1.988 -0.330 -0.552
C 0.610 -3.561 -3.698 -0.888
C 0.537 -2.718 -2.546 -0.261
C -2.865 2.457 -3.679 -1.541
C -2.934 4.111 -5.173 -0.453
C -5.960 0.774 -0.833 -1.067
C 2.291 2.249 -3.611 0.119
C 1.482 -2.726 6.664 -0.760
C -1.740 4.896 0.934 -0.589
C -4.041 3.146 -3.498 0.491
C -4.068 4.206 -4.409 -0.860
C 0.745 -3.628 5.940 -0.412
C 3.152 -4.291 0.891 -0.070
C 0.686 1.154 0.402 -0.292
C 4.856 -5.132 2.044 -0.532
C 0.317 -1.036 1.189 0.104
C 1.785 -2.153 -2.364 -0.696
C 4.783 1.243 2.482 -0.471
C -3.258 -3.078 2.109 -0.626
C -3.674 -4.230 1.505 -0.632
H -0.293 -2.580 -1.873 0.536
H 1.390 2.419 -3.015 -0.223
H -7.222 2.620 -0.681 0.447
H 5.729 1.777 2.484 0.503
H 3.020 0.927 -2.043 -0.037
H -5.785 -4.881 1.014 0.442
H -2.511 1.555 -3.205 0.712
H -2.582 4.729 -5.982 0.408
H -1.317 1.669 1.013 0.172
H -1.813 -0.698 1.289 -0.281
H 1.697 -1.618 3.572 0.289
H -4.307 -1.402 2.819 0.241
H 3.681 -2.183 1.355 0.510
H -4.768 2.920 -2.731 0.535
H 0.770 -1.949 0.796 0.130
H 2.326 -1.685 -1.556 0.732
H -3.490 3.627 0.405 0.301
H 2.283 -4.242 0.255 0.555
H -3.108 -5.083 1.169 0.423
H 5.601 -5.686 2.598 0.388
H 2.320 -3.836 -5.089 0.417
H -1.190 2.867 -4.833 0.224
H 3.358 2.784 2.053 0.262
H -2.063 5.361 1.850 0.451
H -5.798 3.109 1.297 0.219
H 2.944 -1.205 5.991 0.377
H 5.300 1.260 -2.717 0.292
H -2.281 -2.908 2.532 0.680
H 2.916 0.155 -3.608 0.072
H 0.026 -1.331 2.202 -0.166
H 3.091 4.069 -4.523 0.273
H 0.297 -4.570 6.208 0.398
H 1.054 2.128 0.711 0.254
H -2.205 3.137 -1.679 0.079
H -6.449 -2.523 2.048 0.394
H 3.349 -6.442 1.174 0.395
H -4.862 4.917 -4.559 0.409
H 4.711 0.856 1.466 0.189
H -0.156 -4.250 -4.006 0.397
H -4.043 1.359 1.807 0.456
H -4.516 -0.666 -0.042 0.584
H 5.863 -3.292 2.285 0.252
H -1.226 -1.068 -0.360 -0.016
H 0.432 -3.752 3.846 0.265
H 2.719 1.728 3.229 0.402
H -1.161 1.278 -0.626 -0.741
H 0.174 3.967 -1.601 0.414
H -6.401 0.331 -1.710 0.432
H 3.129 4.087 -2.746 0.257
H 1.723 -2.828 7.711 0.349
H 3.517 -2.232 -3.483 0.212
H 1.119 0.921 -0.582 -0.088
H 1.889 2.056 -4.610 0.292
H 4.943 1.022 -4.385 0.251
H 0.387 5.535 0.618 0.489
```

Results
SMILES	c1cc[nH]c1.c1cc[nH]c1.c1cc[nH]c1.c1cc[nH]c1.c1cc[nH]c1.c1cc[nH]c1.c1cc[nH]c1.C1CCOC1.C1CCOC1.BrCCBr
Kohn-Sham gap	8.2	eV
highest occupied orbital energy	-7.962	eV
net charge	0
multiplicity	1



# 3
Entry from the Open Molecules 2025 dataset: C5H7N as an isolated structure (ωB97M-V/def2-TZVPD).

Geometry as XYZ:
```
13
Properties=species:S:1:pos:R:3:mulliken_charge:R:1
N -0.034 -0.021 -1.543 -0.566
C -0.853 -1.264 0.671 -0.654
C 0.465 -1.106 0.467 -0.396
C 0.987 -0.032 -0.465 -0.047
C 0.391 1.313 0.068 -0.377
C -0.700 0.841 -0.856 -0.286
H -1.622 -1.066 -0.065 0.336
H -1.754 1.087 -0.974 0.422
H 0.850 2.189 -0.401 0.274
H 1.168 -1.681 1.062 0.338
H -1.224 -1.646 1.611 0.277
H 2.054 -0.086 -0.720 0.405
H 0.274 1.473 1.145 0.275
```

Results
ΔE to the lowest compared entry with this formula, charge and spin	3.176	eV
Kohn-Sham gap	10.6	eV
highest occupied orbital energy	-9.402	eV
net charge	0
multiplicity	1



# 4
Entry from the Open Molecules 2025 dataset: a 3-piece molecular cluster, C20H40FN2O4 overall (ωB97M-V/def2-TZVPD).

Geometry as XYZ:
```
67
Properties=species:S:1:pos:R:3:mulliken_charge:R:1
F 1.729 -0.269 4.965 -0.376
O 3.793 -3.132 -2.389 -0.399
O 0.077 -1.886 -1.098 -0.364
O 2.428 0.735 0.427 -0.490
O -3.034 3.058 0.092 -0.230
N 0.729 -0.795 0.775 0.148
N 0.065 0.078 1.726 0.185
C 3.159 -1.456 1.021 -1.361
C 1.665 -2.729 -3.584 -1.164
C 2.157 -0.398 0.712 0.540
C -2.590 -2.830 0.377 -0.950
C -2.373 -0.844 1.866 -0.996
C -2.667 4.214 0.833 -0.261
C -1.962 -2.308 1.586 -0.185
C -1.406 0.308 1.547 -0.869
C -4.106 3.226 -0.831 -0.404
C 1.497 0.400 3.768 0.754
C -0.076 0.468 -1.381 -1.454
C 5.167 -3.311 -4.431 -1.024
C -3.782 4.786 1.689 -1.172
C -3.096 -3.265 -0.614 0.034
C 4.364 -4.011 -3.350 -0.354
C 0.181 -0.804 -0.620 0.471
C -3.839 4.263 -1.906 -1.122
C 0.363 -0.397 3.128 -0.652
C 1.122 1.825 4.087 -1.274
C 2.893 -2.166 -2.890 0.972
H 1.004 -1.910 -3.873 0.337
H 3.678 -1.689 0.089 0.276
H -2.672 -0.756 2.908 0.479
H 0.216 0.265 -2.407 0.352
H -5.034 3.452 -0.298 0.332
H 2.425 0.333 3.197 0.063
H -4.620 5.136 1.088 0.284
H 5.966 -2.715 -3.990 0.288
H 5.613 -4.051 -5.096 0.396
H -0.891 -2.480 1.544 0.212
H -3.410 5.635 2.263 0.402
H -0.519 -0.248 3.745 0.525
H -2.937 4.015 -2.466 0.304
H 0.595 -1.455 3.092 0.191
H 2.710 -2.355 1.425 0.316
H 0.789 2.392 3.216 0.302
H -3.712 5.264 -1.491 0.277
H -2.261 4.981 0.167 0.357
H -3.534 -3.744 -1.455 0.439
H -1.149 0.645 -1.398 0.421
H 0.461 1.328 -0.996 0.327
H 1.116 -3.396 -2.920 0.300
H -1.622 0.745 0.581 0.274
H -4.679 4.300 -2.599 0.400
H 3.588 -4.644 -3.793 0.304
H -3.273 -0.636 1.294 0.574
H -2.346 -2.918 2.404 0.492
H 0.505 1.007 1.658 0.656
H -4.238 2.247 -1.291 0.347
H 5.015 -4.668 -2.775 0.333
H 3.902 -1.026 1.687 0.460
H -4.159 4.035 2.385 0.314
H 2.579 -1.602 -2.007 -0.863
H 0.369 1.844 4.871 0.356
H 3.411 -1.456 -3.546 0.257
H 1.996 2.344 4.473 0.408
H -1.844 3.890 1.475 0.206
H 1.912 -3.281 -4.491 0.415
H -1.624 1.110 2.250 0.608
H 4.550 -2.650 -5.041 0.272
```

Results
Kohn-Sham gap	8.4	eV
highest occupied orbital energy	-11.816	eV
net charge	+1
multiplicity	1



# 5
Entry from the Open Molecules 2025 dataset: one molecule with the formula C3H5N3 at a distorted geometry (ωB97M-V/def2-TZVPD).

Geometry as XYZ:
```
11
Properties=species:S:1:pos:R:3:mulliken_charge:R:1
N -0.868 1.304 -0.501 -0.477
N -1.783 0.655 1.756 -0.690
N -0.950 -0.254 1.796 0.371
C 0.799 0.206 -1.545 -0.952
C -0.015 -0.529 0.805 -0.628
C -0.096 0.331 -0.296 0.856
H 0.542 -0.744 -2.014 0.257
H 0.684 -1.337 0.918 0.382
H 1.821 0.235 -1.171 0.283
H 0.689 1.002 -2.294 0.323
H -0.887 -0.907 2.609 0.276
```

Results
ΔE to the lowest compared entry with this formula, charge and spin	5.835	eV
Kohn-Sham gap (alpha / beta)	7.0 / 7.0	eV
highest occupied orbital energy (alpha / beta)	-8.218 / -8.216	eV
net charge	0
multiplicity	1



# 6
Entry from the Open Molecules 2025 dataset: C20H20F5FeN2O3S3 as an isolated structure at a distorted geometry (ωB97M-V/def2-TZVPD).

Geometry as XYZ:
```
54
Properties=species:S:1:pos:R:3:mulliken_spin:R:1
Fe 0.327 -0.584 -0.130 3.758
S 2.128 -0.454 1.394 0.081
S -0.672 -2.118 1.702 0.087
S -0.214 -2.241 -2.182 0.035
F 2.225 -3.041 -6.605 0.000
F 2.132 -0.496 -1.776 0.011
F 0.155 -3.457 -4.940 0.000
F 4.290 -1.386 -5.904 0.000
F 4.200 -0.082 -3.485 0.000
O 0.199 1.377 -1.258 0.012
O -1.940 0.123 -0.261 0.010
O -0.384 1.550 1.368 0.013
N 0.050 3.591 -1.657 0.002
N -3.487 -0.403 1.296 0.002
C 0.348 4.926 -1.201 0.000
C 2.139 -1.132 -2.980 0.004
C 1.054 -1.991 -3.278 0.001
C 2.690 -1.446 3.839 0.000
C 1.755 -1.403 2.804 0.002
C -2.347 0.202 0.895 -0.004
C 3.201 -0.920 -3.830 0.005
C 0.555 -2.133 2.933 -0.006
C 0.324 3.337 -3.057 0.001
C 3.246 -1.570 -5.060 0.003
C 0.010 2.504 -0.829 -0.008
C -1.626 1.133 1.885 0.002
C -3.924 -0.504 2.664 0.000
C -4.089 -1.373 0.404 -0.001
C 2.484 -2.218 4.964 -0.003
C 2.194 -2.416 -5.405 0.000
C 1.311 -2.953 5.082 0.006
C 0.358 -2.895 4.084 -0.011
C 1.136 -2.618 -4.544 -0.002
C -0.336 2.755 0.643 0.004
H -1.378 0.589 2.800 -0.003
H -3.620 -1.466 3.091 0.000
H 3.588 -0.857 3.728 -0.001
H -5.148 -1.136 0.273 0.000
H -0.055 2.348 -3.293 0.000
H -3.569 -1.318 -0.548 0.000
H -0.562 -3.455 4.181 -0.002
H -3.508 0.294 3.271 0.000
H -5.015 -0.426 2.688 0.000
H -0.192 4.083 -3.661 0.000
H 3.232 -2.248 5.746 0.000
H 0.461 3.361 1.097 0.000
H 1.137 -3.567 5.957 0.001
H -2.266 1.998 2.114 -0.001
H -3.976 -2.379 0.811 0.001
H -0.154 5.141 -0.262 0.000
H 1.428 5.069 -1.068 0.000
H -0.003 5.642 -1.946 0.000
H 1.395 3.367 -3.272 0.000
H -1.288 3.297 0.719 0.000
```

Results
Kohn-Sham gap (alpha / beta)	5.6 / 5.7	eV
highest occupied orbital energy (alpha / beta)	-3.417 / -3.547	eV
net charge	-1
multiplicity	5



# 7
Entry from the Open Molecules 2025 dataset: one molecule with the formula C3H8OS at a distorted geometry (ωB97M-V/def2-TZVPD).

Geometry as XYZ:
```
13
Properties=species:S:1:pos:R:3:mulliken_charge:R:1
S -0.162 0.590 -2.063 -0.258
O 1.676 -0.164 1.660 -0.489
C -1.408 0.070 -0.799 -0.457
C 0.670 0.690 0.839 -0.221
C -0.348 -0.397 0.243 -0.849
H -2.176 -0.684 -1.161 0.267
H -0.518 -0.920 1.162 0.438
H 0.466 -1.244 0.035 0.229
H 1.979 -0.640 0.751 0.319
H 1.329 1.452 0.182 0.276
H -0.048 1.247 1.631 0.237
H -2.044 0.831 -0.446 0.345
H 0.582 -0.831 -2.035 0.161
```

Results
SMILES	OCCCS
ΔE to the lowest compared entry with this formula, charge and spin	3.450	eV
Kohn-Sham gap	9.5	eV
highest occupied orbital energy	-9.101	eV
net charge	0
multiplicity	1



# 8
Entry from the Open Molecules 2025 dataset: one molecule with the formula C15H21NO6 at a distorted geometry (ωB97M-V/def2-TZVPD).

Geometry as XYZ:
```
43
Properties=species:S:1:pos:R:3:mulliken_charge:R:1
O -2.201 -1.963 0.108 -0.464
O -3.192 3.105 -0.312 -0.519
O 0.473 0.175 2.111 -0.706
O -0.047 -0.123 -2.158 -0.609
O -2.629 0.787 1.059 -0.574
O 0.374 -2.476 1.699 -0.329
N -0.075 -1.448 0.757 0.735
C -3.242 -1.951 -0.899 -0.834
C -0.428 -2.840 -1.300 -1.714
C 1.913 1.606 -0.725 -0.413
C 0.105 3.114 -1.144 -0.901
C 3.411 0.897 1.237 -1.239
C -1.565 1.630 0.670 -0.493
C -0.115 -0.145 1.071 -2.313
C -2.075 2.838 -0.155 0.069
C 1.700 -2.479 2.256 -0.453
C -0.447 0.847 0.027 4.589
C -1.126 3.583 -0.897 -0.649
C -0.940 -0.140 -1.042 -0.530
C 0.618 1.881 -0.482 -0.753
C 2.813 0.496 -0.112 0.176
C -0.947 -1.612 -0.400 0.921
H 1.908 -3.512 2.274 0.325
H -3.041 -2.153 -1.912 0.381
H 1.659 -1.968 3.181 0.238
H 2.681 1.170 2.006 0.261
H 2.507 2.240 -1.333 0.510
H 4.123 1.794 1.075 0.356
H 2.274 -0.502 -0.047 -0.248
H 4.081 0.119 1.659 0.400
H -4.015 -2.572 -0.563 0.339
H -0.906 -2.797 -2.234 0.519
H 0.634 -2.744 -1.516 0.350
H -3.726 -0.904 -0.987 0.245
H -1.566 4.472 -1.328 0.439
H 0.686 3.792 -1.793 0.320
H 2.440 -1.888 1.633 0.086
H 3.744 0.189 -0.740 0.374
H -1.097 2.034 1.619 0.563
H -1.989 0.113 -1.301 0.138
H -2.464 0.408 1.965 0.428
H 0.336 0.685 -2.220 0.569
H -0.647 -3.758 -0.808 0.411
```

Results
SMILES	CC/C=C1/C=CC(=O)[C@@H](O)[C@]12C(=O)N(OC)[C@@](C)(OC)[C@@H]2O
ΔE to the lowest compared entry with this formula, charge and spin	2.055	eV
Kohn-Sham gap	9.3	eV
highest occupied orbital energy	-9.366	eV
net charge	0
multiplicity	1